A molecular structure, C35H32CdN2OS2, computed with ωB97M-V/def2-TZVPD.

## Properties
- E_HOMO: -7.7646 eV
- Energy above the lowest of the compared OMol25 structures with the same formula, charge and spin: 0.00 kcal/mol

The geometry in ORCA input format:
```
! wB97M-V def2-TZVPD RIJCOSX def2/J DEFGRID3
* xyz 0 1
Cd -1.532 1.423 -0.967
C 4.589 -3.248 -2.474
C 3.913 -2.853 -1.128
C 2.499 -3.500 -1.157
C 4.716 -3.439 0.038
C 3.746 -1.342 -1.030
C 4.847 -0.575 -0.572
C 4.727 0.778 -0.382
C 3.520 1.435 -0.615
S 3.129 3.081 -0.430
C 1.537 2.722 -1.023
N 1.311 1.470 -1.355
C 2.443 0.705 -1.151
C 2.564 -0.687 -1.369
C 0.555 3.818 -1.071
C 0.949 5.148 -0.826
C 0.002 6.134 -0.824
C -1.358 5.849 -1.079
C -1.728 4.531 -1.323
C -0.810 3.496 -1.273
H 4.732 -4.349 -2.500
H 5.585 -2.728 -2.560
H 3.957 -2.994 -3.360
H 2.641 -4.585 -1.097
H 1.939 -3.282 -2.068
H 1.912 -3.199 -0.290
H 4.736 -4.531 -0.032
H 4.305 -3.155 1.028
H 5.773 -3.105 -0.010
H 5.830 -1.007 -0.385
H 5.602 1.334 -0.068
H 1.767 -1.240 -1.823
H 1.961 5.387 -0.587
H 0.281 7.142 -0.619
H -2.083 6.662 -1.063
H -2.769 4.275 -1.525
C -6.266 2.121 -0.448
C -6.764 0.834 -0.706
C -5.846 -0.163 -1.001
C -4.454 0.091 -0.915
N -3.986 1.348 -0.730
C -4.894 2.343 -0.499
C -3.457 -0.993 -0.942
C -3.851 -2.324 -0.727
C -2.935 -3.363 -0.728
C -1.594 -3.094 -0.892
C -1.176 -1.764 -1.059
C -2.091 -0.714 -1.084
H -6.866 2.994 -0.285
H -7.803 0.585 -0.709
H -6.204 -1.115 -1.329
H -4.536 3.336 -0.297
H -4.889 -2.550 -0.644
H -3.299 -4.384 -0.628
H -0.899 -3.907 -0.999
H -0.123 -1.509 -1.095
C -1.469 2.043 3.951
S -1.970 0.903 2.634
O -1.680 1.669 1.382
C -0.682 -0.293 2.882
C 0.619 0.145 2.659
C 1.681 -0.784 2.730
C 1.367 -2.137 2.893
C 0.042 -2.556 3.141
C -0.990 -1.626 3.132
H -0.773 2.784 3.513
H -1.033 1.544 4.844
H -2.419 2.577 4.227
H 0.801 1.193 2.468
H 2.713 -0.495 2.641
H 2.162 -2.867 2.850
H -0.207 -3.564 3.416
H -2.017 -1.884 3.326
*
```